# CH4I2N2

A structure of composition CH4I2N2 (the ωB97M-V functional and the def2-TZVPD basis, the OMol25 dataset).

HOMO energy in eV: -9.3
Electronic energy in eV: -20280.2840
Maximum force in eV Å⁻¹: 5.254
Energy relative to the best compared isomer or geometry (same formula, charge and spin) in kcal per mole: 21.1
Gap between HOMO and LUMO in hartree: 0.293

Geometry (Å):
C (-1.19704, 0.08719, 0.22738)
N (0.00836, 0.61445, -0.41512)
N (1.14317, 0.05657, 0.44945)
I (1.72337, -2.00522, 0.00707)
I (2.74558, 1.33970, -0.05801)
H (-1.27955, 0.31367, 1.37745)
H (-2.10588, 0.32182, -0.40931)
H (-1.18753, -0.98679, 0.11276)
H (0.14952, 0.25860, -1.29168)

Atoms 1-3, force components in eV/Å:
-1.063 -0.233 0.179
1.116 -0.025 5.134
-0.603 1.163 -1.591


# C26H47Br16FN4O4P

A structure of composition C26H47Br16FN4O4P (the ωB97M-V functional and the def2-TZVPD basis, the OMol25 dataset).

HOMO energy in eV: -11.0
Electronic energy in eV: -1174554.4102
Maximum force in eV Å⁻¹: 2.652
Gap between HOMO and LUMO in hartree: 0.239
Charge: +1

Geometry (Å):
C (4.92271, 0.83145, 1.22636)
O (5.46703, 1.47610, 0.09183)
C (5.35946, 2.87865, 0.16628)
C (3.89063, 3.34141, 0.07653)
C (3.23971, 3.81732, 1.42658)
C (2.13058, 2.85366, 1.76433)
C (2.28877, 1.98841, 2.86929)
C (1.30933, 1.07171, 3.10406)
C (0.24551, 1.07699, 2.18936)
C (-0.84939, 0.02601, 2.33370)
O (-1.93962, 0.27868, 2.73213)
N (-0.45511, -1.31454, 1.94519)
C (0.51371, -1.30521, 0.91272)
O (1.68603, -1.44895, 1.03154)
F (-0.05289, -1.13024, -0.27531)
N (0.18649, 1.94434, 1.20411)
P (-1.28877, 1.86539, 0.03807)
N (-0.88631, 2.85840, -1.23418)
O (-2.46872, 2.63053, 0.82397)
N (1.10676, 2.88687, 0.93296)
H (3.91347, 0.44147, 1.03740)
H (5.54467, -0.03013, 1.46281)
H (4.89012, 1.50095, 2.09204)
H (5.85708, 3.27574, 1.06029)
H (5.88979, 3.27679, -0.69851)
H (3.74437, 4.11675, -0.67241)
H (3.34343, 2.46791, -0.28327)
H (2.76859, 4.77775, 1.22219)
H (3.96772, 3.86538, 2.23162)
H (3.17481, 2.06658, 3.48148)
H (1.36266, 0.34825, 3.90639)
H (-0.04873, -1.77015, 2.76926)
H (-0.31129, 3.66764, -1.00753)
H (-0.42705, 2.31317, -1.96336)
H (-2.18288, 3.43227, 1.29277)
Br (0.15083, 4.27614, 3.02245)
C (-0.16154, 4.68648, 4.90724)
C (0.18190, 6.11687, 5.22209)
Br (2.10820, 6.36618, 5.30570)
H (0.43006, 3.97591, 5.47645)
H (-1.21885, 4.49515, 5.07876)
H (-0.19454, 6.39112, 6.20458)
H (-0.19684, 6.81365, 4.48151)
Br (0.75648, 0.33082, -3.90554)
C (-0.41643, -0.52610, -5.21668)
C (-1.24026, 0.48162, -5.97270)
Br (-2.69708, 1.15718, -4.88490)
H (-1.01354, -1.24580, -4.66442)
H (0.25017, -1.05582, -5.89352)
H (-1.71983, 0.02211, -6.83658)
H (-0.66173, 1.34291, -6.29425)
Br (-4.04390, -5.19801, 4.12654)
C (-3.99436, -3.50862, 5.07902)
C (-3.14110, -2.51241, 4.34396)
Br (-1.24353, -2.90535, 4.60318)
H (-3.63745, -3.71213, 6.08367)
H (-5.02530, -3.16517, 5.12623)
H (-3.28130, -1.50728, 4.73503)
H (-3.32148, -2.50965, 3.27358)
Br (-3.59495, -5.14608, -0.43304)
C (-1.71573, -5.22805, -0.91794)
C (-1.22021, -3.90904, -1.44892)
Br (-1.82072, -3.59541, -3.27498)
H (-1.60951, -6.03480, -1.63584)
H (-1.19236, -5.48861, 0.00041)
H (-0.13264, -3.90430, -1.49944)
H (-1.56121, -3.06551, -0.85815)
Br (-3.76295, -0.54055, -8.40313)
C (-4.93652, 0.86748, -7.74339)
C (-5.83688, 1.39136, -8.82927)
Br (-4.87784, 2.56547, -10.04688)
H (-4.29954, 1.63451, -7.31848)
H (-5.52022, 0.40442, -6.95094)
H (-6.62837, 2.00201, -8.40082)
H (-6.27376, 0.60142, -9.43140)
Br (-3.25059, -9.15940, 5.70010)
C (-1.36276, -9.24364, 5.24555)
C (-0.86848, -7.93475, 4.69088)
Br (-1.44920, -7.66832, 2.85521)
H (-1.24237, -10.06571, 4.54766)
H (-0.85043, -9.47782, 6.17599)
H (0.21874, -7.92202, 4.65457)
H (-1.22295, -7.07877, 5.25758)
Br (-1.40426, 7.49573, -3.52553)
C (-0.83941, 6.21714, -4.87972)
C (-1.80475, 5.06859, -5.00027)
Br (-1.60747, 3.82315, -3.51135)
H (0.16007, 5.89479, -4.60665)
H (-0.79727, 6.78119, -5.80868)
H (-1.59694, 4.49400, -5.90194)
H (-2.84262, 5.38530, -5.00908)
Br (3.84239, -5.12411, 0.31827)
C (4.91327, -3.56849, -0.14318)
C (6.06869, -3.37968, 0.80442)
Br (5.47669, -2.65160, 2.50981)
H (4.23896, -2.71752, -0.15316)
H (5.27835, -3.75616, -1.15039)
H (6.77041, -2.65067, 0.40463)
H (6.59412, -4.30273, 1.02535)

Atoms 1-3, force components in eV/Å:
0.071 -0.334 -0.172
0.120 0.154 0.358
-0.303 0.395 -0.597


# C3H6OS3

A cluster of 2 separate species, C3H6OS3 in total (the ωB97M-V functional and the def2-TZVPD basis, the OMol25 dataset).

HOMO energy in eV: -8.1
Electronic energy in eV: -37755.0612
Maximum force in eV Å⁻¹: 5.678
Energy relative to the best compared isomer or geometry (same formula, charge and spin) in kcal per mole: 117.5
Gap between HOMO and LUMO in hartree: 0.230

Geometry (Å):
C (-0.20278, -1.64016, -0.76122)
C (0.52139, 2.00866, 0.96494)
C (-0.09553, 0.59695, 0.73131)
O (-0.27264, 0.57069, -2.03366)
S (-1.94686, -2.05804, -2.45995)
S (0.41832, -2.97013, 0.04611)
S (0.48811, -0.08992, -1.04419)
H (-0.08709, 2.60542, 1.54336)
H (1.58759, 1.94570, 1.20360)
H (0.45306, 2.51684, -0.02060)
H (-1.08309, 0.49027, 0.90318)
H (0.54407, -0.00564, 1.37132)
H (-0.32454, -3.97064, -0.44421)

Atoms 1-3, force components in eV/Å:
-2.609 -2.337 -2.602
0.335 -1.353 -3.851
5.648 0.341 -0.469


# C29H40BFNO9PSTl

A structure of composition C29H40BFNO9PSTl (the ωB97M-V functional and the def2-TZVPD basis, the OMol25 dataset).

HOMO energy in eV: -15.8
Electronic energy in eV: -78797.5313
Maximum force in eV Å⁻¹: 12.928
Gap between HOMO and LUMO in hartree: 0.089
Charge: +3

Geometry (Å):
C (-4.79699, -2.43114, 4.06730)
C (-5.67256, -1.13019, 4.57235)
O (-5.54840, 0.06193, 3.71882)
P (-6.31379, -0.15021, 2.16705)
O (-6.81570, 1.27825, 1.61626)
C (-5.01217, -0.93802, 1.00272)
C (-4.50406, 0.03048, -0.21881)
C (-2.89631, 0.46835, -0.09468)
C (-1.70259, -0.23886, -1.02737)
C (-2.12924, -1.42553, -2.12388)
C (-2.40163, -0.76308, -3.63335)
C (-3.98335, -0.93192, -4.11004)
F (-4.72570, 0.29875, -3.68328)
C (-0.12432, 0.22038, -0.90432)
C (0.20488, 1.38716, 0.23593)
C (-0.91449, 2.12103, 1.18263)
S (-0.52118, 3.45403, 2.47594)
C (-2.49529, 1.65537, 0.98068)
B (-3.60154, 2.46960, 1.93254)
O (-3.52457, 2.31658, 3.41095)
O (-4.63750, 3.37906, 1.32779)
C (1.79303, 1.80671, 0.38962)
O (2.25571, 3.02028, 0.70622)
C (2.89384, 0.60679, 0.06695)
C (4.30351, 0.54584, 0.90139)
C (5.39702, -0.61874, 0.53142)
C (5.18394, -1.77498, -0.65814)
O (6.18725, -2.79243, -1.01432)
C (6.95011, -2.42032, -2.22248)
C (7.62693, -0.94181, -2.01347)
N (8.87699, -0.68603, -2.82583)
C (9.01607, 0.84754, -2.92871)
C (9.03625, 1.60040, -1.47248)
C (7.62305, 2.31653, -1.04173)
O (10.08347, 2.67038, -1.36638)
C (3.71029, -1.70381, -1.44607)
C (3.41899, -2.85065, -2.59885)
C (2.58413, -0.52997, -1.08859)
C (1.10830, -0.41294, -1.84076)
O (0.86937, -0.75937, -3.10913)
O (-7.76009, -1.10452, 2.38728)
C (-8.92334, -0.27666, 2.74278)
C (-8.74288, 0.59130, 4.12236)
H (-4.76353, -3.28254, 4.86987)
H (-5.23342, -2.92353, 3.07680)
H (-3.69842, -2.05199, 3.87351)
H (-6.80617, -1.42476, 4.79907)
H (-5.22429, -0.83359, 5.63700)
H (-4.07443, -1.22151, 1.65251)
H (-5.46083, -1.96558, 0.59739)
H (-4.63682, -0.59829, -1.22198)
H (-5.14357, 1.00626, -0.37200)
H (-1.21039, -2.16132, -2.26796)
H (-3.06814, -2.03472, -1.72695)
H (-1.74434, -1.35621, -4.42415)
H (-2.04318, 0.37496, -3.66049)
H (-4.02730, -1.07752, -5.28117)
H (-4.48561, -1.88589, -3.62131)
H (0.28337, 4.40612, 1.77855)
H (-2.80477, 1.64875, 3.65760)
H (-4.09793, 4.20950, 1.07876)
H (4.53535, 1.35712, 1.74599)
H (6.41202, -0.61070, 1.13006)
H (6.34050, -2.47082, -3.22183)
H (7.82695, -3.22431, -2.31250)
H (6.81805, -0.15074, -2.39272)
H (7.81800, -0.82863, -0.84070)
H (9.73432, -1.07785, -2.37194)
H (8.24852, 1.29851, -3.70455)
H (10.09121, 1.02757, -3.41356)
H (9.29834, 0.81910, -0.61403)
H (7.38347, 3.31397, -1.61289)
H (6.67488, 1.62054, -1.12884)
H (7.72095, 2.57317, 0.11855)
H (9.82790, 3.12662, -0.48874)
H (2.69598, -3.64768, -2.09243)
H (4.41573, -3.42030, -2.82940)
H (2.85696, -2.45224, -3.54558)
H (-9.27855, 0.45885, 1.88600)
H (-9.84729, -1.00979, 2.92149)
H (-8.52430, -0.06176, 5.08278)
H (-9.79719, 1.11251, 4.32622)
H (-7.95676, 1.45809, 4.04118)
Tl (-6.43071, 3.69506, 1.75610)

Atoms 1-3, force components in eV/Å:
-0.085 0.378 -0.487
0.155 -1.867 2.608
-1.808 -1.886 -2.887


What is the formula in the first record?
CH4I2N2